Computed, not measured: a gas-phase ion, C7H8NS (charge +1) at a distorted geometry, with wB97M-V/def2-TZVPD.

Structure (XYZ):
```
17
Properties=species:S:1:pos:R:3:forces:R:3:nbo_charge:R:1
C 0.652396 1.726539 -1.971439 -0.260 0.042 1.765 -0.110
C 1.823082 1.176950 -1.490725 -0.358 0.008 -0.312 -0.187
C -0.523945 1.330055 -1.336995 -0.321 -0.934 -0.246 -0.192
C 1.738901 0.078042 -0.649967 1.054 1.852 -1.531 0.065
C -0.583864 0.208441 -0.511293 0.078 1.581 0.285 0.037
C -1.341306 -1.475819 2.669441 -4.391 0.682 0.615 -0.201
C -1.099574 -1.814410 1.426366 2.239 0.492 1.170 -0.475
N 0.601612 -0.329788 -0.232480 -2.899 -3.292 1.876 -0.332
S 0.529813 -1.915183 0.786458 0.561 0.854 -0.444 0.474
H 0.570104 2.614402 -2.573913 0.477 0.005 -0.337 0.254
H 2.749954 1.652755 -1.685719 0.880 -0.125 -0.427 0.256
H -1.333682 1.973030 -1.542656 -1.353 0.041 -0.008 0.250
H 2.549832 -0.469528 -0.331655 1.945 -0.873 0.705 0.237
H -1.376394 -0.212671 0.146045 0.162 0.984 -1.289 0.258
H -2.422867 -1.325066 3.124395 2.044 -0.909 -1.400 0.236
H -0.678486 -1.128670 3.351902 2.562 0.685 1.721 0.208
H -1.855578 -2.089081 0.822235 -2.419 -1.093 -2.142 0.222
```
Forces are in eV/Å.

## Properties
* total charge: +1
* gap between HOMO and LUMO: 9.404 eV
* relative energy (zero: lowest compared OMol25 entry of this formula, charge and spin): 4.6 kcal per mole
* molar mass: 138.22 g mol⁻¹
* E_LUMO: -0.16181 hartree
* SMILES: C=CS[n+]1ccccc1